Molecular formula: C4H10O2
Method: DFT, ωB97M-V/def2-TZVPD

```
16
Properties=species:S:1:pos:R:3
C -0.08300 1.35661 -1.71462
H 1.48337 -4.11855 1.26814
H 0.15784 2.37343 -1.32842
H 0.35871 1.69639 0.88840
H -1.45728 -0.51904 1.78956
H -2.06892 1.13522 2.11898
H 1.72760 1.07241 -1.13086
H -1.65559 -0.02210 -0.68239
O 0.90355 -3.34718 1.12735
H -0.77346 1.25812 -2.56621
C -1.18804 0.54667 1.93231
C -0.41470 0.96784 0.68721
O 1.22474 0.70099 -1.86256
H -0.63107 0.67440 2.85870
C -0.77356 0.66257 -0.55899
H 0.30151 -3.74021 0.44208
```

Calculated values
Frontier orbital gap (eV): 10.094
Energy (eV): -8403.504
M (g mol⁻¹): 90.1
Total charge: 0
Relative energy (zero: lowest compared OMol25 entry of this formula, charge and spin) (kJ/mol): 197.15
SMILES: C/C=C/CO.O
LUMO (eV): 0.879

Atom charges from the natural (NBO) analysis, given in e for atoms 1 to 4:
1 C -0.1096
2 H 0.4636
3 H 0.1726
4 H 0.1767

---

Molecular formula: C27H13Cl2F5IKN6O2Se
Method: DFT, ωB97M-V/def2-TZVPD

```
58
Properties=species:S:1:pos:R:3
F -3.47314 -7.34156 2.22739
C 3.27629 -2.15511 -3.11973
C -1.69457 -4.13802 2.39142
C 4.05173 1.17460 -0.59536
C -2.05300 -5.44959 2.06817
C 0.12990 3.23218 3.16610
I 6.04339 1.45226 -1.06045
H 3.05428 -0.24882 -4.12991
Cl -2.57366 4.24692 -5.64478
N 2.14174 0.20019 0.03699
N -0.30963 1.13443 2.12025
H -2.09928 4.77879 -0.82413
H 0.91671 1.83417 -0.34834
C 3.02796 2.09263 -0.72208
K -0.68123 -0.46372 -0.14458
C 1.33425 -2.77617 -1.89241
C -3.17859 -6.07325 2.57239
O 1.06374 1.09855 -4.41396
C -2.56876 -3.49833 3.27295
N 1.91395 1.46741 -0.32601
F -1.29501 -6.17479 1.23200
C 2.61421 -1.00116 -3.49088
H 0.06648 4.30815 3.08740
H 1.01616 0.65409 5.16542
H 3.01984 3.10813 -1.07904
C 0.65770 0.54928 -3.36970
H 4.29059 -2.33934 -3.45615
C 3.44306 0.00529 -0.11689
H 0.79499 -3.45802 -1.24169
F -5.11309 -5.99922 3.93967
C 1.32673 -0.77318 -3.00796
Cl -3.23562 6.04386 -3.07825
H 3.10222 -3.98310 -1.97238
H 3.89061 -0.95007 0.10411
C -0.86522 3.18742 0.86289
C -1.15099 2.98602 -1.50341
C -3.70041 -4.10133 3.79128
C -0.31748 2.46638 2.09162
F -2.33117 -2.23740 3.66376
O -1.38962 4.29466 1.08550
C 0.64110 1.20226 4.31113
C -1.30722 2.61664 -3.89840
H -1.06557 2.02749 -4.76939
C -4.01446 -5.39989 3.44171
F -4.50462 -3.43719 4.64120
Se -0.13824 -3.31644 1.70634
N -0.21055 0.96766 -2.46164
C 0.62766 2.59082 4.28396
C -2.32534 4.55606 -2.93724
N -0.67361 2.51974 -0.27151
C 2.62583 -3.06787 -2.29961
N 0.69471 -1.65644 -2.23246
H 0.99900 3.16208 5.12727
C 0.15478 0.51928 3.20898
C -0.86214 2.18212 -2.64892
C -1.88324 4.16401 -1.68183
C -2.03830 3.78337 -4.04546
H 0.13414 -0.56693 3.18466
```

Calculated values
Frontier orbital gap (eV): 5.509
Energy (eV): -169654.244
M (g mol⁻¹): 864.3
Total charge: -2
Relative energy (zero: lowest compared OMol25 entry of this formula, charge and spin) (kJ/mol): 0.00
LUMO (eV): 3.417

Atom charges from the natural (NBO) analysis, given in e for atoms 1 to 4:
1 F -0.3124
2 C -0.1851
3 C -0.2656
4 C -0.3206

---

Molecular formula: C48H40N8O16
Method: DFT, ωB97M-V/def2-TZVPD

```
112
Properties=species:S:1:pos:R:3
C 6.39291 1.59448 3.93716
H 1.48943 4.79627 -0.56811
H -0.03456 -8.80854 -0.30610
H -0.14059 -5.24183 -2.67743
C -0.54153 2.70300 -3.61786
H 5.19415 6.96826 -0.70836
N 2.74540 0.15994 9.54019
O 2.29338 3.77938 2.08513
H 4.60452 4.13678 5.26212
H 4.78185 3.37717 -2.86540
O -2.06686 -2.21524 3.02908
H 0.83681 1.75553 2.53932
H 0.35468 -0.25117 -4.98683
C 1.52152 0.04665 7.31720
C 5.79673 1.50699 2.73192
H 4.91180 0.08513 5.44819
H -5.00262 -5.28817 -5.43982
O -2.53382 -2.66170 0.94758
H -0.13334 3.35592 -2.86059
C 2.70449 0.02143 8.04170
O -1.13281 -9.15292 1.79735
C 5.99571 2.55442 4.86385
H 4.86288 0.08116 7.82684
C -1.17485 -4.79730 -5.24769
C 0.21798 1.43469 0.53609
O -0.19164 -2.76371 -3.50984
H -0.67963 0.98631 -1.43808
C 5.14051 5.20643 -1.81319
O -2.12563 -2.32052 -2.83125
C 2.51322 4.93383 -0.88326
C -4.90248 0.37771 -2.15138
N -7.32723 3.23713 -1.40338
C 4.72280 2.38847 2.42193
H -4.05163 -3.53468 -3.99889
H -2.26211 3.85973 -3.87250
C -0.29097 0.59807 -4.81856
N -2.05013 -1.95231 1.80591
H -1.58386 -4.10146 -0.87156
C 3.93790 -0.02961 5.90067
C 0.06335 -7.00371 -1.53087
H 0.65161 0.09258 7.95560
H 0.64021 -7.37283 -2.36597
N -1.38293 -3.01154 -3.45713
H 6.09258 0.72741 2.04554
C -1.58286 0.78790 -5.28725
H -0.09721 -4.77701 -5.17948
H 2.75148 -0.02985 4.12516
O 2.74641 5.08859 3.73748
C 3.27367 6.01651 -0.43819
H -2.05991 -5.30343 1.16109
C -5.87137 1.39981 -2.33426
C -1.20197 -0.76877 1.39290
C 1.53989 -0.01418 5.91095
C 4.92548 3.39983 4.54080
C 0.19218 1.55547 -3.97267
N -3.69684 2.08355 -5.46661
H 7.25329 0.96159 4.09716
C 2.74628 0.03532 5.20318
C -0.58549 0.73535 -0.39187
O -2.25519 -7.47984 2.46288
C -1.72251 -5.87885 -5.90247
C -1.50446 -5.84102 0.40685
C -3.06627 -6.11077 -5.91830
O -7.40465 3.63773 -2.57192
H 0.80487 2.23976 0.11915
H -1.72468 -0.98080 -0.64996
H 2.45181 3.07914 -2.07236
O -4.17161 1.21032 -6.19486
O -7.82445 3.73801 -0.37984
N -1.57770 -8.00483 1.65587
H 0.58985 0.05781 5.40237
H -6.21031 1.53493 -3.35076
C -3.37256 -4.20822 -4.50050
N 3.02366 4.10308 3.01296
C -2.37704 1.95449 -4.94614
H -0.99146 -6.57605 -6.28440
C 4.21905 3.28926 3.32468
C -1.19579 -5.10393 -0.76739
H -4.47274 -0.02503 -3.05666
O 3.44915 7.67699 1.09471
C -0.45340 -5.73872 -1.77098
O 3.90344 0.36953 10.04370
C -5.83349 1.79409 0.05554
C 0.24098 1.12505 1.89598
H 4.25970 2.43002 1.44714
C 4.35339 4.05723 -2.14405
C -4.99074 0.71192 0.26487
H 1.12851 1.38328 -3.46274
H 6.53308 2.62693 5.79785
C -3.93580 -5.19970 -5.29667
H 6.14106 5.28961 -2.21115
O -4.36070 3.06690 -5.04316
C -1.77801 2.93371 -4.14556
H -6.16421 2.28184 0.96059
C 3.03139 3.91057 -1.69921
C -1.11739 -7.18267 0.52498
H -0.47790 -0.14567 3.38792
H -4.74742 0.52492 1.30036
C -1.15992 -0.38412 0.05105
H -3.81399 -0.75773 -0.68955
H -3.46456 -6.96276 -6.44922
C -4.49133 0.06114 -0.88208
C -0.50170 -0.01589 2.31601
C -1.96409 -3.97835 -4.41352
C -0.32429 -7.77698 -0.44149
H -1.97375 0.01133 -5.92800
C 3.91438 0.05536 7.31101
C 4.54365 6.14320 -0.95841
C -6.29857 2.14167 -1.20551
O 1.56487 6.67702 0.89611
O 1.66154 -0.07787 10.10402
N 2.71809 6.88462 0.59260
```

Calculated values
Frontier orbital gap (eV): 8.503
Energy (eV): -95080.626
M (g mol⁻¹): 984.9
Total charge: 0
Relative energy (zero: lowest compared OMol25 entry of this formula, charge and spin) (kJ/mol): 340.23
SMILES: O=[N+]([O-])c1ccccc1.O=[N+]([O-])c1ccccc1.O=[N+]([O-])c1ccccc1.O=[N+]([O-])c1ccccc1.O=[N+]([O-])c1ccccc1.O=[N+]([O-])c1ccccc1.O=[N+]([O-])c1ccccc1.O=[N+]([O-])c1ccccc1
LUMO (eV): -1.367

Atom charges from the Löwdin analysis, given in e for atoms 1 to 4:
1 C -0.1195
2 H 0.1074
3 H 0.1177
4 H 0.0768

---

Molecular formula: C2H7F3O4PSSi
Method: DFT, ωB97M-V/def2-TZVPD

```
19
Properties=species:S:1:pos:R:3
O -1.48184 1.62849 -0.08694
H -0.74988 -2.06791 2.19942
F -3.65066 3.47119 -1.32630
H 4.25526 -1.34608 1.71217
F -4.20374 1.36751 -1.55759
F -3.48727 2.50617 -3.28252
C -3.27743 2.30355 -1.94198
H 2.88237 0.03467 1.92364
O -0.67872 2.90484 -2.02050
H -0.67615 -0.92467 0.09856
Si 0.05868 -1.19387 1.36118
S -1.52211 1.79923 -1.54584
H 2.23853 -4.29779 0.87693
O -1.29727 0.54629 -2.27949
C 3.33442 -0.78438 1.20526
H 0.24790 0.06114 2.12737
O 2.25781 -3.59649 1.61854
P 1.99029 -2.08535 0.72538
H 3.75981 -0.32654 0.19272
```

Calculated values
Frontier orbital gap (eV): 8.503
Energy (eV): -46532.586
M (g mol⁻¹): 243.2
Total charge: -1
LUMO (eV): 2.773

Atom charges from the natural (NBO) analysis, given in e for atoms 1 to 4:
1 O -0.9984
2 H -0.1585
3 F -0.3394
4 H 0.2404

---

Molecular formula: C23H28N4O5OsS
Method: DFT, ωB97M-V/def2-TZVPD

```
62
Properties=species:S:1:pos:R:3
N -2.13160 -0.24222 -0.13531
C -6.37618 -1.17782 -1.30426
C -7.21978 -1.18161 -0.02841
H 1.42715 -4.84444 -1.50342
C 0.56970 0.23189 4.20490
Os -0.10622 -0.08842 -0.16818
H -7.79854 -0.25438 0.02716
H -5.77550 -2.24202 1.17398
O -0.22317 1.84577 -0.09981
N 0.63104 -7.26484 -0.58086
C -6.31713 -1.29249 1.20196
C -0.09191 -6.51078 0.27572
H -0.96913 3.61748 0.56080
H -0.49775 0.41582 4.28860
H -5.92076 0.93150 -1.27163
C 3.30428 -0.09533 3.34453
H -4.71551 -0.04189 -2.13217
N -4.57842 -0.09423 -0.04213
S 0.41263 0.31971 -3.37965
H 0.81585 -0.67047 4.76756
C 2.28616 -0.03243 2.35192
H 6.45587 -0.93778 -0.45992
H -6.90956 -1.26766 2.11719
C 5.01422 -0.10831 1.67301
C -0.17084 -0.07608 -2.02788
C 0.01548 -5.00021 0.13456
C -3.28514 -0.17042 -0.08504
H 1.35756 -2.39383 -1.55111
N 0.00704 -2.21871 -0.00968
H -1.29151 -2.23904 1.58544
H 1.20768 -6.88406 -1.30610
H -2.18433 2.51984 -0.11968
H -5.84038 0.80765 1.35922
H 6.46952 0.84851 -0.37901
H -1.33105 -4.74082 1.76384
C 4.62346 -0.14113 3.03296
O -0.80804 -6.98341 1.12930
H 3.02675 -0.12143 4.38874
C 0.91617 0.04883 2.75070
C -1.26979 2.57247 0.48464
C 0.76293 -2.94731 -0.83756
C -0.73832 -4.23915 1.01147
C 2.69182 -0.04094 0.99495
C 4.05899 -0.06256 0.68055
H 7.87969 -0.08273 0.17040
C 6.79660 -0.07090 0.10898
C -5.38679 -0.02201 -1.27615
C 0.79186 -4.32875 -0.79689
H 0.54569 -8.26467 -0.50589
H 4.31892 -0.03327 -0.36706
C -5.31822 -0.14419 1.23401
H 1.11718 1.06792 4.63649
O -0.06889 -0.03243 1.97667
H -4.60238 -0.25620 2.04593
C -0.72246 -2.86262 0.91001
H -1.51454 2.21430 1.49404
H -7.00986 -1.07664 -2.18604
O 1.86772 -0.02077 -0.02438
H -7.92100 -2.01509 -0.04885
H -5.82868 -2.12063 -1.38701
O 6.33282 -0.12803 1.45389
H 5.38917 -0.19079 3.79421
```

Calculated values
⟨S²⟩: 0.76
Spin multiplicity: 2
Frontier orbital gap (spin up / spin down) (eV): 7.553 / 6.718
Energy (eV): -53800.462
M (g mol⁻¹): 662.8
Total charge: +1
Relative energy (zero: lowest compared OMol25 entry of this formula, charge and spin) (kJ/mol): 59.32
LUMO (spin up / spin down) (eV): -2.981 / -3.909

Atom charges from the natural (NBO) analysis, given in e for atoms 1 to 4:
1 N -0.4542
2 C -0.4119
3 C -0.4021
4 H 0.2245

---

Molecular formula: C11H14N3
Method: DFT, ωB97M-V/def2-TZVPD

```
28
Properties=species:S:1:pos:R:3
H 4.62218 0.34419 -0.97959
H 1.51803 -2.12336 1.01580
C -0.25571 0.93631 1.08559
C -1.42147 2.53257 -0.49192
C 2.62360 0.51167 -0.33034
C -0.92939 -0.17583 0.61556
N 1.58892 -0.24723 0.15826
H 2.65254 1.57411 -0.69611
C -2.59126 -2.30657 -0.28814
N -0.25387 2.09423 0.46182
H 4.16427 -2.32763 0.06520
C -1.27164 -1.34871 1.46904
H 0.18427 0.91785 2.02736
C 3.76708 -0.21755 -0.48073
H 0.32228 2.83898 0.81275
H -1.98175 3.26150 0.09802
C -2.00237 -2.33406 0.98276
C 3.51417 -1.47935 0.04813
N -1.26856 -0.35932 -0.68382
H -2.02159 1.61813 -0.70905
H -2.54955 -1.08623 -2.11944
H -0.85926 2.98290 -1.37441
C -2.16060 -1.28785 -1.12816
H -2.10587 -3.33662 1.55828
H -0.84273 0.25596 -1.37515
C 2.16266 -1.39823 0.50629
H -1.19627 -1.36503 2.50365
H -3.47199 -2.96715 -0.51905
```

Calculated values
Frontier orbital gap (spin up / spin down) (eV): 4.333 / 4.329
Energy (eV): -16093.155
M (g mol⁻¹): 188.3
Total charge: +1
Relative energy (zero: lowest compared OMol25 entry of this formula, charge and spin) (kJ/mol): 386.62
LUMO (spin up / spin down) (eV): -5.718 / -5.721

Atom charges from the natural (NBO) analysis, given in e for atoms 1 to 4:
1 H 0.2346
2 H 0.1852
3 C 0.1906
4 C -0.4251

---

Question: The highest energy belongs to which entry?
Answer: C4H10O2

---

Please write out number 4 again, unchanged.
Molecular formula: C2H7F3O4PSSi
Method: DFT, ωB97M-V/def2-TZVPD

```
19
Properties=species:S:1:pos:R:3
O -1.48184 1.62849 -0.08694
H -0.74988 -2.06791 2.19942
F -3.65066 3.47119 -1.32630
H 4.25526 -1.34608 1.71217
F -4.20374 1.36751 -1.55759
F -3.48727 2.50617 -3.28252
C -3.27743 2.30355 -1.94198
H 2.88237 0.03467 1.92364
O -0.67872 2.90484 -2.02050
H -0.67615 -0.92467 0.09856
Si 0.05868 -1.19387 1.36118
S -1.52211 1.79923 -1.54584
H 2.23853 -4.29779 0.87693
O -1.29727 0.54629 -2.27949
C 3.33442 -0.78438 1.20526
H 0.24790 0.06114 2.12737
O 2.25781 -3.59649 1.61854
P 1.99029 -2.08535 0.72538
H 3.75981 -0.32654 0.19272
```

Calculated values
Frontier orbital gap (eV): 8.503
Energy (eV): -46532.586
M (g mol⁻¹): 243.2
Total charge: -1
LUMO (eV): 2.773

Atom charges from the natural (NBO) analysis, given in e for atoms 1 to 4:
1 O -0.9984
2 H -0.1585
3 F -0.3394
4 H 0.2404

---

Question: The lowest energy belongs to which entry?
Answer: C27H13Cl2F5IKN6O2Se